No. 1
Molecular formula: C12H45N10O14
Method: DFT, ωB97M-V/def2-TZVPD

```
81
Properties=species:S:1:pos:R:3:lowdin_charge:R:1
O -0.38689 -0.27670 -0.97025 0.07
C 0.16994 -0.03537 0.18830 -0.84
O 1.34202 0.43107 0.10130 -0.04
O -0.45348 -0.22253 1.22828 0.02
H 0.39255 0.13857 -1.34658 0.09
C -2.32370 -2.47221 3.99145 -0.12
O -1.92779 -2.57051 2.57368 -0.14
H -1.90411 -1.53882 4.36671 0.06
H -3.38972 -2.24931 4.03658 0.07
H -2.09925 -3.26648 4.70340 0.07
H -1.86174 -1.65393 2.29599 0.01
C -0.96309 -3.93912 -1.27551 -0.20
O -0.70827 -4.72051 -0.18251 -0.11
H -0.51076 -2.98194 -1.01609 0.06
H -0.55515 -4.38254 -2.18383 0.08
H -1.99728 -3.90320 -1.61793 0.07
H -0.99321 -4.30758 0.63596 0.06
C 3.92131 2.49864 -1.02279 -0.20
O 2.81619 2.88117 -1.76780 -0.15
H 3.68886 1.91944 -0.12916 0.06
H 4.74416 2.06586 -1.59175 0.07
H 4.22821 3.47922 -0.65896 0.07
H 2.35770 2.13078 -2.15289 0.03
C 2.50214 -2.35450 -2.22953 -0.26
O 3.29148 -1.39075 -1.70932 -0.11
H 2.37021 -3.18314 -1.53378 0.07
H 1.47477 -2.08348 -2.47272 0.06
H 2.86318 -2.79043 -3.16104 0.08
H 2.89419 -1.25116 -0.84661 0.02
C -3.84911 1.84180 2.05242 -0.12
O -3.12381 0.59560 2.17892 -0.15
H -3.15347 2.60641 2.39820 0.06
H -4.09357 2.12589 1.02889 0.08
H -4.73479 2.02287 2.66144 0.07
H -2.33404 0.63510 1.63458 0.02
C -0.23737 3.19369 1.70905 -0.16
O 1.13646 2.99514 1.36886 -0.11
H -0.41125 4.15397 2.19456 0.07
H -0.83916 3.28120 0.80445 0.07
H -0.69448 2.41530 2.31999 0.04
H 1.22117 2.08999 1.06042 0.02
C -2.31302 3.19603 -2.13825 -0.79
O -3.17621 3.84457 -1.51993 -0.03
N -1.20532 3.64829 -2.69212 0.16
N -2.23373 1.95449 -2.06843 0.19
H -0.71474 3.07722 -3.36540 0.06
H -0.80005 4.55199 -2.49412 0.11
H -1.51075 1.50250 -2.60982 0.07
H -2.77472 1.45759 -1.37523 0.10
C 2.49723 -2.52987 1.78974 -0.76
O 2.75990 -3.15249 2.81466 -0.01
N 1.48155 -2.81145 1.04218 0.20
N 3.13287 -1.44314 1.37347 0.18
H 1.07242 -2.08398 0.47341 0.08
H 0.92335 -3.44714 1.59392 0.11
H 2.78558 -0.69232 0.79403 0.06
H 3.86804 -1.04569 1.94063 0.12
C 1.16541 1.35178 -4.18364 -0.89
O 0.17639 1.14517 -3.53272 -0.04
N 2.27716 0.64118 -4.07290 0.13
N 1.37718 2.11030 -5.24951 0.08
H 3.10997 1.04774 -4.47443 0.01
H 2.29224 -0.24895 -3.59587 0.07
H 0.58813 2.65678 -5.56394 0.04
H 2.19742 2.14793 -5.83763 -0.05
C -3.78054 -1.10010 -1.42116 -0.79
O -4.99097 -1.34579 -1.35867 -0.01
N -3.04582 -1.27857 -2.45490 0.18
N -3.01969 -0.73206 -0.43263 0.18
H -3.50618 -1.67514 -3.26168 0.12
H -2.07471 -1.00807 -2.39275 0.10
H -2.05746 -0.58908 -0.70425 0.04
H -3.34366 -0.57000 0.51018 0.09
C 1.88036 -0.12673 4.85278 -0.79
O 2.85340 -0.20341 5.51009 0.07
N 1.27590 -1.10870 4.20620 0.18
N 1.21989 0.98899 4.54488 0.16
H 0.32452 -0.86779 3.96760 0.08
H 1.54001 -2.02010 4.55217 0.11
H 1.50870 1.73500 5.16146 0.11
H 0.37092 1.09552 4.00822 0.09
```

Calculated values
⟨S²⟩: 0.750
2S+1: 2
Total charge: -2
HOMO level (alpha / beta) in eV: 1.9750 / -4.7755

No. 2
Molecular formula: C12H48B3BaO16P4
Method: DFT, ωB97M-V/def2-TZVPD

```
84
Properties=species:S:1:pos:R:3:lowdin_charge:R:1
Ba -0.75861 -1.24149 -0.14563 1.81
B -3.09896 -2.11592 -1.66458 -0.54
H -3.95568 -1.58677 -1.07713 -0.05
H -3.58549 -2.64154 -2.57682 -0.04
H -2.28159 -1.38254 -1.91803 -0.16
H -2.69311 -2.84813 -0.89879 -0.09
B -2.48135 -2.35603 2.02997 -0.52
H -2.97070 -1.66890 1.26968 -0.10
H -2.63635 -1.95155 3.11238 -0.06
H -2.92160 -3.41999 1.90314 -0.04
H -1.35193 -2.35462 1.93769 -0.15
B 0.12149 -3.35975 -1.93273 -0.56
H 0.47925 -4.22366 -2.62506 -0.03
H 1.00666 -2.87872 -1.42138 -0.11
H -0.46302 -2.63709 -2.57241 -0.08
H -0.54358 -3.72801 -1.09474 -0.06
C -4.79982 1.08632 -1.35195 -0.04
O -4.28955 2.39267 -0.93572 -0.25
P -2.70970 2.62313 -0.92025 0.38
O -1.87803 1.48634 -0.49434 -0.29
O -2.48092 2.94609 -2.47108 -0.21
C -1.12837 3.30334 -2.82774 -0.08
O -2.44564 4.01741 -0.21980 -0.20
C -3.56068 4.87413 0.07589 -0.09
H -5.74344 1.31604 -1.84167 0.09
H -5.00901 0.49468 -0.46290 0.09
H -4.03739 0.59595 -1.95191 0.07
H -0.43754 2.80319 -2.14685 0.06
H -1.07611 4.38930 -2.75853 0.08
H -0.86620 2.96389 -3.82678 0.09
H -3.90713 4.70778 1.09953 0.08
H -4.42060 4.66049 -0.55176 0.08
H -3.26660 5.92044 0.06099 0.09
C 1.55694 -3.97607 3.89178 -0.05
O 2.00086 -2.79226 3.15787 -0.20
P 2.45329 -2.88824 1.65572 0.37
O 1.59777 -1.98635 0.86482 -0.38
O 2.34783 -4.41144 1.24606 -0.19
C 2.52839 -4.71586 -0.15088 -0.10
O 3.98135 -2.45360 1.71920 -0.18
C 4.72996 -2.29256 0.53936 -0.12
H 1.56260 -3.68922 4.93978 0.08
H 2.31513 -4.74704 3.77061 0.08
H 0.56430 -4.20274 3.51423 0.10
H 1.67340 -5.26608 -0.53308 0.09
H 3.41326 -5.35678 -0.21854 0.09
H 2.68274 -3.86644 -0.81181 0.06
H 4.90713 -3.13266 -0.14229 0.08
H 5.72518 -1.91916 0.77503 0.08
H 4.23760 -1.58926 -0.14340 0.08
C 2.92206 2.80410 -1.74952 -0.11
O 2.31930 2.17986 -2.86132 -0.22
P 1.90855 0.61579 -2.74067 0.42
O 0.82725 0.33416 -1.79496 -0.32
O 3.30374 -0.11425 -2.44784 -0.23
C 4.42075 -0.04129 -3.33150 -0.09
O 1.56814 0.18765 -4.23474 -0.21
C 1.37409 -1.20262 -4.51034 -0.07
H 2.53035 2.40023 -0.80419 0.08
H 2.71054 3.86864 -1.77281 0.09
H 3.97711 2.52879 -1.64476 0.09
H 4.18605 0.67891 -4.11380 0.09
H 4.70043 -1.03220 -3.68438 0.09
H 5.29378 0.31102 -2.77727 0.08
H 1.99426 -1.81556 -3.85144 0.09
H 1.61540 -1.36986 -5.55897 0.09
H 0.35684 -1.54848 -4.31920 0.09
C 0.00892 2.38828 5.50100 -0.12
O 0.37427 1.66371 4.34176 -0.20
P -0.61545 1.67100 3.06345 0.43
O -0.36091 0.65893 2.03230 -0.29
O -2.02907 1.53028 3.79426 -0.22
C -3.19438 1.41018 2.93971 -0.05
O -0.63496 3.19281 2.56556 -0.21
C 0.45419 3.83900 1.97769 -0.13
H 0.86884 2.64872 6.12465 0.08
H -0.55955 1.75599 6.18738 0.09
H -0.50357 3.30667 5.21511 0.08
H -3.37697 2.30381 2.33824 0.07
H -3.95954 1.13397 3.65696 0.10
H -3.03185 0.62285 2.19846 0.07
H 1.17579 3.19138 1.47238 0.08
H 1.07159 4.40167 2.68657 0.08
H 0.21757 4.59512 1.22708 0.08
```

Calculated values
Energy above the lowest of the compared OMol25 structures with the same formula, charge and spin in kJ/mol: 190.8
Total charge: -1
HOMO level in eV: -4.6377

No. 3
Molecular formula: C12H48N24O12
Method: DFT, ωB97M-V/def2-TZVPD

```
96
Properties=species:S:1:pos:R:3:lowdin_charge:R:1
N 3.96330 -0.77770 0.27949 0.19
C 5.21749 -0.35119 0.16072 -0.72
N 5.41940 0.77984 0.88948 0.13
O 6.15898 -0.86715 -0.41351 0.04
H 3.67986 -1.59393 -0.24352 0.08
H 3.34724 -0.23432 0.86711 0.08
H 6.40673 0.99262 0.88648 0.10
H 4.77018 1.14863 1.56963 0.06
N -1.47294 4.96833 -1.11025 0.16
C -2.29738 3.93470 -0.93158 -0.77
N -2.75239 3.86829 0.26476 0.19
O -2.48403 3.09350 -1.80685 0.00
H -1.05549 5.14299 -2.01321 0.11
H -1.44990 5.74322 -0.46288 0.09
H -2.36027 4.54191 0.90707 0.09
H -3.35343 3.14547 0.63407 0.09
N -2.67396 -3.64838 -0.81338 0.18
C -2.33716 -4.89476 -0.81472 -0.80
N -3.31863 -5.72535 -0.72754 0.17
O -1.16456 -5.28413 -0.82972 0.00
H -1.95034 -2.94501 -0.77160 0.09
H -3.65155 -3.43851 -0.67066 0.06
H -4.16583 -5.24418 -0.46138 0.11
H -3.12541 -6.69931 -0.54265 0.12
N -5.74662 -0.20490 1.75561 0.18
C -4.49999 0.19264 1.58072 -0.80
N -3.72945 -0.75047 1.13500 0.18
O -4.07780 1.29575 1.60468 0.06
H -5.95301 -1.18053 1.91578 0.11
H -6.53499 0.42088 1.83922 0.12
H -4.07480 -1.48130 0.52943 0.07
H -2.77088 -0.43595 1.08659 0.09
N -4.41814 -1.04657 -2.71426 0.20
C -5.38304 -1.70193 -2.18974 -0.78
N -6.45518 -1.42892 -2.92317 0.15
O -5.32595 -2.35142 -1.19040 0.03
H -4.54159 -0.43053 -3.50506 0.13
H -3.49773 -1.20157 -2.32839 0.08
H -6.35822 -1.04866 -3.85382 0.11
H -7.34958 -1.56928 -2.47545 0.11
N 3.06133 -2.68744 -2.34457 0.15
C 3.79888 -2.20913 -3.23131 -0.77
N 3.20705 -1.04287 -3.52196 0.15
O 4.87252 -2.70381 -3.60281 0.03
H 3.32661 -3.48762 -1.78830 0.11
H 2.40255 -2.05252 -1.91682 0.09
H 3.67137 -0.52830 -4.25663 0.12
H 2.29259 -0.78867 -3.17662 0.07
N 2.38262 -0.51551 3.79751 0.19
C 2.83080 0.60196 4.04279 -0.84
N 3.81783 0.44533 4.83977 0.19
O 2.48452 1.57317 3.42569 0.03
H 2.84737 -1.39231 3.98546 0.14
H 1.47278 -0.52684 3.35914 0.13
H 4.09040 -0.52665 4.80698 0.12
H 4.40062 1.20701 5.15646 0.13
N 1.15543 -5.13353 1.67752 0.16
C 1.44960 -3.98872 1.02608 -0.78
N 0.60495 -3.06902 1.26629 0.18
O 2.38331 -3.84499 0.28886 0.04
H 0.32584 -5.15998 2.25301 0.09
H 1.66487 -6.00392 1.62278 0.11
H 0.75360 -2.23369 0.71836 0.06
H -0.12102 -3.18444 1.95892 0.12
N 4.05723 4.79805 0.18686 0.19
C 3.17923 4.06631 0.67456 -0.86
N 3.60809 3.54970 1.72242 0.19
O 2.03997 3.99682 0.24252 0.01
H 5.00399 4.75823 0.53635 0.13
H 3.73109 5.45953 -0.50320 0.14
H 3.08584 2.73195 2.00283 0.07
H 4.47801 3.83632 2.14811 0.13
N -1.26628 -3.21158 -4.13925 0.21
C -0.85196 -2.25801 -3.37885 -0.74
N 0.29465 -1.81224 -3.76338 0.18
O -1.45912 -1.80507 -2.41441 -0.02
H -0.65041 -3.62243 -4.82626 0.13
H -2.09472 -3.72093 -3.86656 0.13
H 1.02681 -2.44711 -4.04792 0.12
H 0.40371 -0.95944 -3.23336 0.11
N -0.25531 4.67301 2.21861 0.19
C -0.38906 5.94367 2.18517 -0.87
N 0.48217 6.57138 1.42636 0.17
O -1.17018 6.58443 2.80123 0.06
H 0.50659 4.44914 1.59452 0.07
H -0.58128 4.11779 2.99680 0.14
H 0.82654 5.97530 0.68730 0.07
H 0.39522 7.56207 1.25008 0.12
N -1.00264 0.43143 -0.43368 0.19
C 0.12946 0.30515 0.31226 -0.74
N 0.17718 1.13484 1.29992 0.22
O 0.89323 -0.57497 0.10343 0.03
H -1.70114 1.13811 -0.25261 0.08
H -1.12738 -0.32740 -1.08845 0.06
H 0.93545 1.32671 1.93891 0.08
H -0.51435 1.84889 1.12101 0.10
```

Calculated values
Energy above the lowest of the compared OMol25 structures with the same formula, charge and spin in kJ/mol: 855.5
Total charge: 0
HOMO level in eV: -9.0159

Computed values of total energy (unit: eV) for the preceding records, in sequence: -56740.471; -85868.753; -73561.496.